(w)
{"formula": "C7H13N4", "method": "the ωB97M-V functional and the def2-TZVPD basis", "species": ["H", "N", "C", "C", "N", "N", "N", "C", "C", "C", "C", "C", "H", "H", "H", "H", "H", "H", "H", "H", "H", "H", "H", "H"], "coordinates": [[-2.813, 1.328, -0.510], [-2.045, 2.019, -0.595], [-0.827, 1.656, -0.453], [0.098, 2.802, -0.372], [1.272, 2.754, 0.102], [-0.265, 0.408, -0.370], [1.113, 0.105, -0.379], [1.165, -1.077, 0.579], [2.253, -2.176, 0.460], [-0.199, -1.653, 0.387], [-1.031, -0.698, -0.047], [-2.533, -0.834, -0.251], [-0.219, 3.763, -0.521], [1.820, 3.601, 0.050], [1.616, 1.792, 0.263], [1.255, -0.333, -1.291], [1.177, -0.774, 1.616], [2.357, -2.672, -0.496], [1.767, -2.837, 1.207], [3.282, -1.849, 0.743], [-0.406, -2.559, 0.762], [-2.835, -1.912, -0.481], [-2.845, -0.289, -1.079], [-3.156, -0.564, 0.676]], "charge": 1, "homo_lumo_gap_ev": [7.05, 7.05], "lumo_energy_ev": [-5.0, -5.0], "smiles": "[H]/N=C(/C=[NH2+])N1N[C@H](C)C=C1C"}

=====

(x)
{"formula": "C7H13N4", "method": "the ωB97M-V functional and the def2-TZVPD basis", "species": ["C", "C", "C", "C", "C", "C", "C", "N", "N", "N", "N", "H", "H", "H", "H", "H", "H", "H", "H", "H", "H", "H", "H", "H"], "coordinates": [[2.436, -1.695, -1.325], [0.684, -1.275, 0.285], [2.544, -0.362, -1.522], [1.471, -2.185, -0.384], [0.810, 0.127, 0.073], [-3.590, 2.069, 0.922], [0.048, 1.043, 0.755], [1.765, 0.521, -0.859], [1.337, -3.520, -0.209], [-3.741, 0.894, 0.327], [0.083, 2.418, 0.579], [3.065, -2.386, -1.860], [-0.040, -1.616, 1.007], [3.256, 0.059, -2.215], [-3.182, 2.893, 0.368], [-3.875, 2.187, 1.951], [-0.698, 0.682, 1.443], [1.874, 1.507, -1.041], [2.019, -4.143, -0.600], [0.758, -3.868, 0.535], [-3.523, 0.778, -0.650], [-4.171, 0.120, 0.813], [-0.287, 2.950, 1.353], [0.957, 2.803, 0.252]], "charge": 1, "homo_lumo_gap_ev": [8.26, 3.57], "lumo_energy_ev": [-2.8, -4.9]}

=====

Verdict on stability: (w) comes out at the bottom.

=====

(w)
{"formula": "C2H6S2", "method": "the ωB97M-V functional and the def2-TZVPD basis", "species": ["C", "C", "H", "H", "H", "H", "S", "S", "H", "H"], "coordinates": [[0.707, 1.397, 0.158], [1.084, 0.578, 1.124], [-0.260, 1.882, 0.221], [1.323, 1.613, -0.703], [0.442, 0.389, 1.978], [2.057, 0.097, 1.097], [-1.805, -0.708, -1.477], [-1.089, -2.313, -0.352], [-1.939, -1.431, -2.596], [-0.519, -1.505, 0.550]], "charge": 0, "homo_lumo_gap_ev": 8.83, "lumo_energy_ev": 0.3, "smiles": "C=C.SS"}

=====

(x)
{"formula": "C2H6S2", "method": "the ωB97M-V functional and the def2-TZVPD basis", "species": ["C", "S", "S", "C", "H", "H", "H", "H", "H", "H"], "coordinates": [[-1.562, 0.063, -0.305], [-0.547, -1.064, -1.423], [1.552, -0.808, -0.985], [1.465, 0.083, 0.573], [-1.597, -0.403, 0.669], [-1.184, 1.075, -0.190], [-2.489, 0.053, -0.874], [1.064, 1.062, 0.332], [0.826, -0.401, 1.307], [2.471, 0.340, 0.897]], "charge": 0, "homo_lumo_gap_ev": 8.57, "lumo_energy_ev": 0.6, "smiles": "CSSC"}

=====

(y)
{"formula": "C2H6S2", "method": "the ωB97M-V functional and the def2-TZVPD basis", "species": ["C", "C", "S", "S", "H", "H", "H", "H", "H", "H"], "coordinates": [[0.339, -1.873, 0.810], [-0.228, -1.430, -0.536], [-0.562, 0.355, -0.815], [0.382, 1.361, 0.625], [0.421, -1.076, 1.462], [1.312, -2.318, 0.757], [-0.240, -2.576, 1.275], [-1.264, -1.937, -0.778], [0.557, -1.805, -1.355], [1.417, 2.082, 0.039]], "charge": 0, "homo_lumo_gap_ev": 9.38, "lumo_energy_ev": 0.6, "smiles": "CCSS"}

=====

Verdict on stability: (w) comes out at the bottom.

=====

(w)
{"formula": "C2H6S2", "method": "the ωB97M-V functional and the def2-TZVPD basis", "species": ["C", "C", "S", "S", "H", "H", "H", "H", "H", "H"], "coordinates": [[0.492, 0.329, -0.008], [0.235, -1.051, 0.243], [-2.606, 0.898, 0.038], [-2.859, -1.066, -0.070], [-0.501, 0.887, 0.079], [1.121, 0.786, 0.752], [0.864, 0.517, -1.010], [0.090, -1.414, 1.245], [0.069, -1.753, -0.556], [-2.428, 1.257, -1.261]], "charge": 0, "homo_lumo_gap_ev": [8.47, 6.80], "lumo_energy_ev": [0.0, -1.3]}

=====

(x)
{"formula": "C2H6S2", "method": "the ωB97M-V functional and the def2-TZVPD basis", "species": ["C", "S", "S", "C", "H", "H", "H", "H", "H", "H"], "coordinates": [[-0.960, 1.950, -0.206], [0.298, 0.860, 0.556], [-0.445, -0.988, -0.040], [1.106, -1.854, -0.459], [-1.500, 2.567, 0.505], [-0.365, 2.626, -0.820], [-1.604, 1.390, -0.875], [1.865, -1.696, 0.299], [0.768, -2.890, -0.481], [1.471, -1.600, -1.451]], "charge": 0, "homo_lumo_gap_ev": 8.71, "lumo_energy_ev": 0.7, "smiles": "CSSC"}

=====

Verdict on stability: (w) comes out at the bottom.

=====

(w)
{"formula": "C2H6FPS", "method": "the ωB97M-V functional and the def2-TZVPD basis", "species": ["C", "C", "F", "P", "S", "H", "H", "H", "H", "H", "H"], "coordinates": [[0.204, -1.286, -0.487], [0.359, 1.173, 1.146], [-2.807, -0.665, -0.528], [0.064, 0.482, -0.664], [0.692, 1.390, -2.262], [-0.221, -1.732, -1.412], [1.073, -1.695, -0.053], [-0.507, -1.632, 0.340], [0.235, 2.306, 0.917], [-0.473, 0.698, 1.658], [1.382, 0.962, 1.345]], "charge": 0, "homo_lumo_gap_ev": [6.15, 6.15], "lumo_energy_ev": [-2.9, -2.9]}

=====

(x)
{"formula": "C2H6FPS", "method": "the ωB97M-V functional and the def2-TZVPD basis", "species": ["C", "C", "F", "P", "S", "H", "H", "H", "H", "H", "H"], "coordinates": [[-1.520, -1.360, 0.387], [1.561, 1.592, -0.774], [1.954, -1.694, 0.962], [-0.368, -0.644, -0.846], [0.254, 0.909, 0.265], [-2.453, -1.315, 0.030], [-1.646, -0.797, 1.294], [-1.272, -2.341, 0.518], [2.220, 0.984, -1.367], [2.318, 2.232, -0.222], [1.286, 2.299, -1.548]], "charge": 0, "homo_lumo_gap_ev": [7.03, 5.54], "lumo_energy_ev": [-2.2, -2.5]}

=====

(y)
{"formula": "C2H6FPS", "method": "the ωB97M-V functional and the def2-TZVPD basis", "species": ["C", "C", "F", "P", "S", "H", "H", "H", "H", "H", "H"], "coordinates": [[-1.331, 0.079, 0.607], [1.324, -0.467, -0.333], [-0.634, -1.083, -1.713], [-0.297, -1.343, -0.060], [0.633, 2.779, 0.363], [-1.715, -0.143, 1.668], [-0.806, 1.019, 0.717], [-2.151, 0.096, -0.238], [1.423, 0.234, 0.472], [2.098, -1.197, -0.190], [1.457, 0.026, -1.292]], "charge": 0, "homo_lumo_gap_ev": [6.68, 6.66], "lumo_energy_ev": [-2.9, -2.9]}

=====

Verdict on stability: (x) comes out at the bottom.

=====

(w)
{"formula": "C3H9NO", "method": "the ωB97M-V functional and the def2-TZVPD basis", "species": ["C", "C", "C", "N", "H", "H", "H", "H", "H", "H", "H", "H", "H", "O"], "coordinates": [[-0.071, 0.898, -1.506], [-0.745, -0.029, -0.526], [-0.871, -1.330, -0.818], [-0.800, 0.444, 0.784], [1.017, 0.779, -1.405], [-0.332, 1.949, -1.422], [-0.312, 0.451, -2.471], [-0.892, -2.130, -0.093], [-1.001, -1.785, -1.794], [-0.608, 1.431, 0.819], [-1.611, 0.241, 1.348], [2.180, -0.423, 1.518], [1.968, 0.100, 3.107], [2.078, -0.597, 2.460]], "charge": -1, "homo_lumo_gap_ev": [3.24, 8.57], "lumo_energy_ev": [4.5, 4.2], "multiplicity": 2, "s_squared": 0.75}

=====

(x)
{"formula": "C3H9NO", "method": "the ωB97M-V functional and the def2-TZVPD basis", "species": ["O", "C", "H", "H", "C", "C", "N", "H", "H", "H", "H", "H", "H", "H"], "coordinates": [[2.459, 1.918, -1.955], [1.814, 1.788, -0.845], [2.289, 1.436, 0.078], [0.779, 2.177, -0.778], [-1.797, -2.189, 1.188], [-0.696, -1.181, 0.874], [-1.175, 0.133, 0.393], [-2.301, -2.557, 0.293], [-1.362, -3.045, 1.694], [-2.546, -1.744, 1.839], [-0.098, -1.029, 1.765], [-0.018, -1.586, 0.127], [-0.958, 0.160, -0.608], [-2.192, 0.116, 0.404]], "charge": -1, "homo_lumo_gap_ev": [2.83, 6.12], "lumo_energy_ev": [3.5, 3.5], "multiplicity": 2, "s_squared": 0.75}

=====

Verdict on stability: (w) comes out at the bottom.

=====

(w)
{"formula": "C2H4Cl3P", "method": "the ωB97M-V functional and the def2-TZVPD basis", "species": ["C", "C", "P", "Cl", "Cl", "Cl", "H", "H", "H", "H"], "coordinates": [[-0.414, -0.717, 0.403], [-0.695, -1.012, -0.955], [2.114, 1.511, 0.751], [-1.754, -0.358, 1.517], [-0.557, 0.600, -1.825], [-2.174, -1.996, -1.291], [0.532, -0.819, 0.870], [0.140, -1.599, -1.436], [1.242, 1.738, 1.873], [1.566, 2.653, 0.092]], "charge": 0, "homo_lumo_gap_ev": [7.54, 8.03], "lumo_energy_ev": [-1.4, -1.0]}

=====

(x)
{"formula": "C2H4Cl3P", "method": "the ωB97M-V functional and the def2-TZVPD basis", "species": ["C", "C", "P", "Cl", "Cl", "Cl", "H", "H", "H", "H"], "coordinates": [[0.470, -0.232, 0.431], [0.660, -0.853, -0.901], [-1.355, 1.615, -0.048], [-0.402, -1.183, 1.678], [-0.962, -1.043, -1.605], [1.530, -2.405, -0.642], [1.373, 0.209, 1.024], [1.293, -0.245, -1.715], [-2.055, 1.611, 1.304], [-0.552, 2.526, 0.474]], "charge": 0, "homo_lumo_gap_ev": 7.97, "lumo_energy_ev": -1.0}

=====

Verdict on stability: (w) comes out at the bottom.

=====

(w)
{"formula": "CH4ClOP", "method": "the ωB97M-V functional and the def2-TZVPD basis", "species": ["C", "P", "O", "Cl", "H", "H", "H", "H"], "coordinates": [[-0.850, -0.670, 0.214], [0.540, 0.265, 0.816], [0.432, 1.655, -0.542], [2.159, -0.731, 0.135], [-0.474, -1.790, -0.004], [-1.268, -0.324, -0.777], [-1.766, -0.592, 0.825], [1.227, 2.187, -0.667]], "charge": 0, "homo_lumo_gap_ev": 10.12, "lumo_energy_ev": 0.7, "smiles": "CP(O)Cl"}

=====

(x)
{"formula": "CH4ClOP", "method": "the ωB97M-V functional and the def2-TZVPD basis", "species": ["C", "O", "P", "Cl", "H", "H", "H", "H"], "coordinates": [[-0.325, 0.046, 1.024], [1.520, -0.090, -1.263], [-0.515, -0.633, -0.631], [-1.392, 1.017, -1.303], [-0.139, 1.130, 0.944], [0.391, -0.462, 1.551], [-1.247, -0.187, 1.540], [1.707, -0.820, -1.863]], "charge": 0, "homo_lumo_gap_ev": 9.89, "lumo_energy_ev": -0.1}

=====

(y)
{"formula": "CH4ClOP", "method": "the ωB97M-V functional and the def2-TZVPD basis", "species": ["C", "P", "Cl", "H", "H", "O", "H", "H"], "coordinates": [[-2.388, -0.097, -0.230], [-0.932, -0.046, 0.578], [-0.128, 1.717, 0.135], [-2.776, 0.568, -0.843], [-3.105, -0.985, -0.107], [2.897, -0.287, -0.135], [2.938, -1.124, 0.157], [3.494, 0.254, 0.446]], "charge": 0, "homo_lumo_gap_ev": 9.75, "lumo_energy_ev": 0.3, "smiles": "C=PCl.O"}

=====

Verdict on stability: (y) comes out at the bottom.

=====

(w)
{"formula": "C9H13N3O2S", "method": "the ωB97M-V functional and the def2-TZVPD basis", "species": ["C", "C", "C", "C", "C", "C", "C", "C", "C", "N", "N", "N", "O", "O", "S", "H", "H", "H", "H", "H", "H", "H", "H", "H", "H", "H", "H", "H"], "coordinates": [[0.806, 1.202, -0.698], [1.780, 0.145, -0.316], [-0.356, 0.529, -0.973], [-0.945, -1.859, -1.260], [-2.551, 0.350, 0.929], [1.017, 2.624, -0.503], [3.090, 0.264, 0.369], [-0.502, -3.230, -1.007], [-3.556, -0.482, 1.876], [1.206, -1.023, -0.364], [-0.032, -0.843, -0.909], [-1.516, 0.988, -1.555], [-3.164, 1.518, 0.371], [-2.016, -1.526, -1.729], [-2.926, 0.373, -0.782], [1.863, 3.111, -0.896], [0.161, 3.014, -1.109], [0.893, 3.013, 0.524], [3.855, 0.830, -0.257], [2.876, 0.887, 1.242], [3.519, -0.626, 0.754], [-0.515, -3.374, 0.082], [0.449, -3.213, -1.470], [-1.280, -3.884, -1.364], [-3.859, 0.178, 2.717], [-2.919, -1.299, 2.174], [-4.438, -0.901, 1.313], [-1.673, 2.066, -1.602]], "charge": 0, "homo_lumo_gap_ev": 7.75, "lumo_energy_ev": 0.5}

=====

(x)
{"formula": "C9H13N3O2S", "method": "the ωB97M-V functional and the def2-TZVPD basis", "species": ["N", "C", "S", "N", "O", "O", "N", "C", "C", "C", "C", "C", "C", "C", "C", "H", "H", "H", "H", "H", "H", "H", "H", "H", "H", "H", "H", "H"], "coordinates": [[-1.909, -1.204, -1.028], [-1.023, -0.700, -0.099], [-0.074, -2.049, 0.640], [-1.147, -2.672, 1.779], [0.215, -3.128, -0.309], [1.031, -1.635, 1.484], [-1.543, 0.167, 0.893], [-0.547, 1.031, 1.506], [0.008, 2.095, 0.504], [0.823, 1.421, -0.542], [1.861, 1.983, -1.250], [2.566, 1.230, -2.158], [2.196, -0.024, -2.428], [1.176, -0.697, -1.752], [0.515, 0.080, -0.838], [-2.803, -1.318, -0.742], [-1.650, -2.021, -1.446], [-0.682, -3.202, 2.494], [-1.673, -3.350, 1.265], [-2.112, -0.287, 1.534], [0.329, 0.595, 1.859], [-0.994, 1.551, 2.445], [0.533, 2.913, 1.090], [-0.871, 2.560, 0.078], [2.283, 2.957, -0.887], [3.374, 1.707, -2.643], [2.707, -0.653, -3.187], [0.849, -1.618, -1.913]], "charge": 0, "homo_lumo_gap_ev": 9.46, "lumo_energy_ev": 0.4, "smiles": "N[C@]1(S(N)(=O)=O)NCCc2ccccc21"}

=====

Verdict on stability: (w) comes out at the bottom.